The following is a quantum chemistry calculation of a cluster of 5 separate species, C27H33F3O17S2 in total, from the Open Molecules 2025 dataset.

Computed properties:
Total charge ... 0
Structure (SMILES) ... O=C(C[C@H]1[C@@H](C[C@@H](O)C(F)(F)F)[C@H](S)COS1(=O)=O)c1ccccc1.O=C1OCCO1.O=C1OCCO1.O=C1OCCO1.O=C1OCCO1
Frontier orbital gap ... 8.9070 eV

Last column: Mulliken charge in e.
Geometry (Å):
O  3.1472  1.0749  0.3714  -0.57
C  3.0029  0.2015  -0.4620  0.34
C  1.6360  -0.3364  -0.9317  -0.61
C  0.6891  0.6756  -1.6488  0.20
C  -0.2735  1.4535  -0.6836  -1.11
C  -1.1227  0.5161  0.2051  -1.02
C  -1.8962  -0.4757  -0.6908  -0.77
O  -1.1865  -1.6452  -0.9976  -0.37
C  -3.3163  -0.8602  -0.1405  0.69
F  -4.2746  -0.3298  -0.9272  -0.28
F  -3.5149  -0.5847  1.1522  -0.29
F  -3.4753  -2.2026  -0.2529  -0.25
C  0.4354  2.5707  0.0992  0.41
S  -0.8969  3.5755  0.9007  -0.27
C  1.2494  3.5554  -0.7545  -1.07
O  2.2042  2.9483  -1.6423  -0.32
S  1.5214  1.9218  -2.6437  1.41
O  0.4530  2.6277  -3.3011  -0.81
O  2.4228  1.3773  -3.6029  -0.65
C  4.2545  -0.4517  -1.0458  -0.14
C  4.9430  0.1227  -2.0964  -0.10
C  6.0438  -0.4490  -2.6630  -0.76
C  6.5144  -1.6426  -2.1358  -0.48
C  5.8837  -2.2209  -1.0579  -0.78
C  4.7138  -1.6390  -0.4974  -0.27
H  1.8559  -1.1494  -1.6345  0.48
H  1.1692  -0.8173  -0.0653  0.25
H  0.0962  0.0932  -2.3614  0.92
H  -0.9970  1.9552  -1.3486  0.59
H  -1.8544  1.0820  0.7926  0.88
H  -0.4779  0.0005  0.9337  0.18
H  -2.0741  0.0328  -1.6497  0.59
H  -0.6389  -1.9266  -0.2561  0.34
H  1.0090  2.1575  0.9345  0.37
H  -0.3141  4.7147  1.3389  0.16
H  0.6109  4.2675  -1.2901  0.49
H  1.8368  4.1636  -0.0549  0.44
H  4.6060  1.0719  -2.5083  0.34
H  6.5022  0.0559  -3.5093  0.41
H  7.3927  -2.0819  -2.6052  0.37
H  6.3084  -3.1341  -0.6552  0.42
H  4.2076  -2.0910  0.3452  0.78
O  6.0739  -2.5976  1.6562  -0.45
C  5.4122  -2.6310  2.6407  0.55
O  5.9064  -2.6366  3.9057  -0.36
C  4.8102  -2.4477  4.8014  -0.36
C  3.6334  -2.9314  3.9876  -0.37
O  4.0537  -2.6687  2.6499  -0.21
H  4.9544  -3.0189  5.7157  0.30
H  4.7385  -1.3874  5.0526  0.26
H  3.4586  -4.0036  4.0984  0.28
H  2.7136  -2.3980  4.2168  0.30
O  -8.8578  -1.7812  -4.8062  -0.51
C  -8.2977  -1.6264  -3.7728  0.62
O  -7.7261  -0.4604  -3.3720  -0.34
C  -7.3628  -0.6049  -1.9984  -0.10
C  -7.2286  -2.0999  -1.8474  -0.24
O  -8.1402  -2.5940  -2.8296  -0.35
H  -6.4386  -0.0774  -1.7846  0.12
H  -8.1603  -0.1905  -1.3774  0.26
H  -6.2237  -2.4557  -2.0850  0.23
H  -7.5011  -2.4497  -0.8541  0.32
O  1.4805  -3.8050  0.6238  -0.45
C  0.6222  -4.5432  0.2573  0.44
O  0.6908  -5.8934  0.3048  -0.35
C  -0.6107  -6.4042  -0.0017  -0.41
C  -1.2291  -5.2755  -0.7917  -0.38
O  -0.5593  -4.1297  -0.2628  -0.14
H  -0.5403  -7.3283  -0.5702  0.32
H  -1.1401  -6.6016  0.9326  0.26
H  -1.0185  -5.3451  -1.8602  0.27
H  -2.3041  -5.1976  -0.6484  0.32
O  0.0721  8.2253  1.7027  -0.51
C  -1.0065  8.0130  2.1468  0.65
O  -2.0348  8.8980  2.1346  -0.32
C  -3.2133  8.2028  2.5434  -0.32
C  -2.6548  7.0496  3.3419  -0.29
O  -1.3760  6.8440  2.7386  -0.30
H  -3.8599  8.8495  3.1321  0.30
H  -3.7549  7.8736  1.6542  0.26
H  -2.5118  7.2984  4.3954  0.24
H  -3.2659  6.1525  3.2703  0.29

Atomic forces in eV per Å
-0.73 -0.44 -0.39
1.11 0.17 0.26
0.73 0.02 -0.58
0.52 -0.08 1.75
-0.54 0.30 -0.48
0.03 -0.12 -0.27
0.12 0.27 0.33
0.12 0.41 -0.25
0.99 -1.39 -0.80
-0.10 0.45 0.73
-0.33 0.51 -0.27
-0.23 0.25 0.16
-0.18 0.44 0.49
-0.62 -0.05 0.02
-0.04 0.68 1.07
0.15 -1.14 -0.20
-1.89 0.83 -2.65
-0.54 0.22 0.84
1.32 -0.51 1.30
-0.67 -0.47 0.51
-0.69 1.53 -0.47
0.23 -0.13 -0.09
0.42 0.12 -0.56
-0.71 -0.08 0.37
0.82 -0.26 -0.81
-0.11 0.19 0.13
0.00 0.31 -0.12
0.14 0.37 -0.06
0.26 -0.03 0.10
0.31 0.14 -0.16
-0.29 -0.06 -0.13
-0.21 -0.21 0.20
-0.19 -0.13 0.02
0.27 0.00 -0.51
0.44 -0.44 -0.26
0.00 -0.54 -0.22
0.13 -0.25 -0.29
-0.09 -0.20 0.13
0.12 -0.24 0.16
-0.14 -0.17 0.31
-0.28 0.15 0.10
0.04 -0.05 -0.22
0.15 -0.22 0.63
0.19 0.00 -0.06
-0.22 -0.01 -0.14
-0.01 0.08 0.34
-0.32 -0.09 0.14
0.24 0.03 0.14
0.18 -0.05 -0.09
-0.01 0.00 -0.05
0.05 0.00 -0.02
0.01 0.06 -0.20
0.00 -0.01 0.01
-0.08 -0.01 -0.17
-0.05 -0.30 0.06
0.10 0.29 0.25
0.18 -0.16 0.25
0.03 0.25 -0.05
-0.03 0.07 -0.20
-0.03 -0.06 -0.03
-0.01 0.05 -0.03
-0.14 -0.10 -0.10
-0.09 0.09 0.03
0.20 0.00 0.05
-0.13 0.22 -0.06
-0.15 -0.31 0.01
-0.36 -0.08 -0.26
0.26 -0.35 0.23
0.21 0.03 0.03
0.02 0.05 0.00
0.06 0.01 0.03
0.05 0.21 0.08
0.00 -0.05 0.00
0.20 0.09 -0.10
0.08 -0.25 0.10
-0.34 0.08 -0.01
-0.21 -0.22 0.23
-0.11 0.20 -0.10
0.14 0.14 -0.05
0.05 -0.03 0.00
0.03 0.04 -0.03
0.17 -0.08 -0.08

The following is a quantum chemistry calculation of an isolated molecule of C2H4N2OS, from the Open Molecules 2025 dataset.

Computed properties:
Total charge ... 0
Structure (SMILES) ... O=CN/C=N\S
Energy above the lowest of the compared OMol25 structures with the same formula, charge and spin ... 240.7 kJ/mol
Frontier orbital gap ... 8.9847 eV

Last column: natural (NBO) charge in e.
Geometry (Å):
O  0.7888  1.1814  -1.0342  -0.59
C  1.2768  0.1743  -0.5218  0.53
N  0.5197  -0.6421  0.2302  -0.63
C  -0.7287  -0.4580  0.9333  0.21
N  -1.8467  0.1090  0.6180  -0.52
S  -2.0910  0.7416  -0.9653  0.10
H  2.2090  -0.1057  -0.7928  0.15
H  1.0892  -1.3524  0.6280  0.39
H  -0.4670  -0.7117  1.9845  0.18
H  -0.7502  1.0636  -1.0799  0.18

Atomic forces in eV per Å
1.37 0.30 0.35
-4.96 2.24 -0.82
0.30 -0.36 -0.04
-0.56 1.58 0.69
2.11 -1.27 0.17
0.09 -0.28 0.64
3.32 -1.32 -0.33
0.09 -0.82 0.54
-1.17 -0.15 -0.58
-0.57 0.10 -0.63

The following is a quantum chemistry calculation of a cluster of 2 separate species, C4H10N3 in total, from the Open Molecules 2025 dataset.

Computed properties:
Total charge ... +1
Energy above the lowest of the compared OMol25 structures with the same formula, charge and spin ... 386.0 kJ/mol
Frontier orbital gap (alpha / beta) ... 8.4320 / 8.4326 eV

Last column: natural (NBO) charge in e.
Geometry (Å):
C  1.1193  -1.0944  0.4909  0.31
C  -1.0510  -0.4008  -0.2902  0.05
C  1.2132  0.1115  2.7101  -0.08
C  -0.7905  1.1367  -2.1071  -0.45
N  1.2535  -0.5561  1.6169  -0.39
N  1.8952  -1.8786  -0.1494  -0.76
N  -0.9668  0.8341  -0.7534  -0.49
H  -1.0457  -1.3212  -0.8914  0.23
H  -1.2587  -0.6403  0.7276  0.23
H  0.7211  -0.3453  3.5502  0.21
H  1.4314  1.2499  2.6440  0.21
H  -1.6283  0.7341  -2.6423  0.23
H  -0.8422  2.2229  -2.3015  0.25
H  0.0769  0.7862  -2.6905  0.23
H  1.6119  -2.2611  -1.0079  0.41
H  2.8387  -2.2260  0.3598  0.41
H  -0.7543  1.4193  0.0187  0.42

Atomic forces in eV per Å
-2.85 1.88 0.84
1.51 -1.07 -0.53
-0.33 1.44 -2.30
-0.05 1.68 -2.82
0.32 0.51 1.03
4.89 -1.82 2.02
0.09 -3.00 2.17
-0.44 0.96 -0.43
-0.33 0.65 0.62
0.21 0.04 0.54
-0.01 -2.12 0.53
-0.58 -0.23 -0.31
0.05 -0.47 0.45
0.27 -0.20 1.08
0.00 -0.61 -0.94
-2.73 0.81 -2.01
-0.02 1.55 0.08

The following is a quantum chemistry calculation of a structure of composition C25H31AsMnN2O2S4, from the Open Molecules 2025 dataset.

Computed properties:
Total charge ... +4
Spin multiplicity ... 2
Energy above the lowest of the compared OMol25 structures with the same formula, charge and spin ... 19.5 kJ/mol
Frontier orbital gap (alpha / beta) ... 5.9377 / 7.5257 eV

Last column: Mulliken spin population.
Geometry (Å):
Mn  0.0372  0.1882  -0.0039  1.71
S  0.9651  0.2474  2.2151  -0.09
C  1.3677  -1.4769  2.4945  -0.01
C  1.7750  -1.8420  3.7719  -0.01
C  2.2926  -3.1134  3.9912  0.00
C  2.3960  -4.0106  2.9399  0.00
C  1.9338  -3.6656  1.6746  -0.01
C  1.4305  -2.3938  1.4369  0.00
S  0.6481  -2.0587  -0.1540  -0.18
C  1.9309  -2.0015  -1.4554  0.00
C  1.5699  -0.8790  -2.3871  0.01
C  2.0480  -0.9069  -3.6910  0.00
C  1.7971  0.1608  -4.5387  0.00
C  1.1372  1.2651  -4.0246  0.00
C  0.6862  1.2392  -2.7113  0.02
C  0.0500  2.4605  -2.1300  0.00
S  0.4028  2.5483  -0.3400  -0.11
C  2.1506  2.9219  -0.2965  0.01
C  2.6964  4.1279  -0.7043  -0.01
C  4.0515  4.3645  -0.4800  -0.01
C  4.8437  3.4309  0.1717  0.00
C  4.3110  2.2107  0.5656  0.00
C  2.9641  1.9737  0.3267  0.01
S  2.3184  0.3510  0.6481  -0.27
N  0.8388  0.1600  -1.9132  -0.02
H  1.6994  -1.1343  4.5837  0.00
H  2.6200  -3.3920  4.9811  0.00
H  2.8197  -4.9910  3.1039  0.00
H  1.9700  -4.3943  0.8800  0.00
H  1.9175  -2.9580  -1.9815  -0.01
H  2.9240  -1.8578  -1.0250  0.00
H  2.6246  -1.7531  -4.0349  0.00
H  2.1415  0.1504  -5.5619  0.00
H  0.9759  2.1451  -4.6285  0.00
H  -1.0391  2.4241  -2.2147  0.00
H  0.4119  3.3686  -2.6127  0.00
H  2.0890  4.8840  -1.1746  0.00
H  4.4866  5.2953  -0.8124  0.00
H  5.8804  3.6457  0.3748  0.00
H  4.9305  1.4674  1.0428  0.00
C  -5.0588  2.3590  0.2965  0.00
N  -3.6091  2.3336  0.2486  0.01
C  -2.9548  3.5429  0.6764  0.00
C  -2.9688  1.2628  -0.1464  -0.01
O  -1.7150  1.1506  -0.2793  0.04
H  -5.3949  3.2921  0.7435  0.00
H  -5.4544  1.5373  0.8934  0.00
H  -5.4955  2.2971  -0.7025  0.00
H  -3.1959  3.7444  1.7221  0.00
H  -3.3307  4.3891  0.0956  0.00
H  -1.8774  3.4632  0.5663  0.00
H  -3.6187  0.4165  -0.4121  0.00
C  -1.6812  -4.0721  1.1792  0.00
As  -2.4083  -2.3310  0.7131  0.01
C  -3.7639  -1.9163  2.0391  -0.01
C  -3.0402  -2.4195  -1.1312  0.00
O  -1.2618  -1.0487  0.8979  -0.08
H  -2.5448  -4.7247  1.3261  0.00
H  -1.1248  -4.0361  2.1177  0.00
H  -1.0699  -4.4951  0.3828  0.00
H  -4.6848  -2.4475  1.7835  0.00
H  -3.9554  -0.8453  2.1068  0.00
H  -3.4002  -2.2776  3.0063  0.00
H  -3.9257  -3.0599  -1.1616  0.00
H  -2.2634  -2.8781  -1.7485  0.00
H  -3.2975  -1.4401  -1.5381  0.00

Atomic forces in eV per Å
-0.47 -0.54 0.47
0.13 -0.13 -0.11
-0.20 0.07 -0.04
-0.09 0.22 -0.18
-0.05 -0.07 -0.12
0.02 0.07 0.16
-0.04 0.19 -0.25
-0.19 -0.16 -0.17
0.77 0.23 -0.26
-0.02 -0.12 0.28
0.04 -0.12 -0.50
-0.14 0.00 0.26
-0.03 0.05 0.20
-0.12 -0.14 0.32
0.20 0.10 -0.50
-0.23 -0.11 0.29
0.41 0.12 -0.23
-0.20 -0.14 0.05
-0.24 -0.27 0.12
0.04 -0.04 0.03
-0.08 -0.04 0.02
0.03 -0.12 0.08
-0.55 -0.25 -0.15
0.45 0.58 0.13
-0.04 0.10 -0.21
0.08 0.09 0.11
0.03 -0.02 0.10
0.00 -0.07 0.00
0.01 -0.14 -0.14
0.02 0.01 0.08
-0.02 -0.02 0.04
0.00 -0.10 0.00
0.06 -0.01 -0.10
-0.02 0.09 -0.04
0.12 0.11 0.05
0.00 -0.01 0.09
-0.11 0.14 -0.07
0.02 0.10 0.00
0.15 0.01 -0.03
0.12 -0.09 0.06
-1.22 -0.24 -0.18
0.82 -0.84 -0.21
0.43 0.82 0.22
-0.86 -0.11 0.17
0.71 0.36 -0.29
0.13 -0.06 0.02
0.08 0.03 0.04
0.14 0.05 0.03
0.01 -0.10 -0.02
0.08 -0.12 -0.04
-0.13 0.03 0.01
0.08 0.22 0.08
-0.15 0.19 -0.04
-0.48 -0.38 -0.14
0.17 -0.14 -0.13
0.10 -0.04 0.32
0.18 0.44 0.36
-0.05 0.03 -0.01
-0.06 0.16 -0.08
-0.05 0.14 -0.01
0.10 0.02 -0.02
0.09 -0.08 -0.14
-0.01 0.04 -0.17
0.06 0.03 0.07
-0.04 0.04 0.13
0.06 -0.08 0.18